Entry from the OMol25 dataset: 3 unconnected molecules or ions with the total composition C16H27F3I2N2O5S (ωB97M-V/def2-TZVPD).

DFT total energy   -65429.35098 eV
Kohn-Sham gap   8.3 eV
HOMO level   -8.618 eV
Maximum force   7.28 eV/Å

Geometry (Å):
C1 0.7759 1.0580 -2.7960
C2 -0.4366 -0.0378 -3.1463
I1 0.0675 -1.6103 -4.5775
C3 -1.7757 0.1236 -2.4491
I2 -1.9324 1.8170 -1.0743
C4 -2.9152 -0.9981 -2.7817
C5 -2.5517 -2.4922 -2.1487
O1 -3.7263 -3.2284 -1.6560
S1 -4.2346 -2.3912 -0.2573
O2 -3.1311 -2.2680 0.8330
O3 -5.4688 -3.1447 0.3711
C6 -4.8376 -0.6664 -0.8177
C7 -4.4623 -0.5621 -2.4184
C8 -4.9243 0.8762 -3.1160
C9 -6.2150 1.5818 -2.3663
C10 -5.7788 2.8471 -1.3724
F1 -7.0370 3.6653 -1.1983
F2 -5.3827 2.4237 -0.0107
F3 -4.7991 3.7367 -2.0545
H1 1.7870 0.6474 -3.2808
H2 0.5528 2.1076 -3.2622
H3 1.0011 1.0959 -1.6256
H4 -2.9012 -1.1564 -3.9651
H5 -2.1010 -3.1442 -3.0371
H6 -1.7059 -2.3449 -1.3532
H7 -4.2958 0.1101 -0.1329
H8 -5.9872 -0.6595 -0.5851
H9 -5.1487 -1.3817 -2.9520
H10 -5.3169 0.5795 -4.2040
H11 -4.0350 1.6164 -3.2955
H12 -6.9514 0.8251 -1.8563
H13 -6.8438 2.0965 -3.2414
C11 4.7394 1.8402 1.6936
N1 4.2376 1.6189 0.3581
C12 3.1211 2.1418 -0.2247
C13 2.2670 3.0763 0.5862
O4 2.8415 1.8422 -1.3835
H14 5.7465 2.2561 1.6118
H15 4.7917 0.8732 2.1997
H16 4.1089 2.5198 2.2684
H17 4.7567 1.0002 -0.2540
H18 1.4165 3.4069 -0.0172
H19 1.8829 2.5614 1.4708
H20 2.8461 3.9565 0.8777
C14 7.1169 -2.8128 5.0246
N2 6.3371 -1.6079 4.8691
C15 5.0079 -1.4895 4.5881
C16 4.2044 -2.7473 4.4077
O5 4.5030 -0.3731 4.4902
H21 7.5520 -2.8070 6.0269
H22 7.9212 -2.7929 4.2853
H23 6.5197 -3.7158 4.8907
H24 6.8052 -0.7154 4.9755
H25 3.1648 -2.4860 4.1894
H26 4.5980 -3.3268 3.5685
H27 4.2255 -3.3411 5.3254

Forces on atoms 1 to 3 (eV/Å):
C 0.42 -1.78 -0.55
C -3.06 2.83 3.37
I -0.57 1.18 1.08

=====

Entry from the OMol25 dataset: a single C3H8S2 molecule (ωB97M-V/def2-TZVPD).

ΔE to the lowest compared entry with this formula, charge and spin   11.6 kcal per mole
DFT total energy   -24910.89284 eV
Kohn-Sham gap   9.4 eV
HOMO level   -8.878 eV
Maximum force   3.69 eV/Å

Geometry (Å):
C1 -0.4584 -1.2141 1.4904
C2 0.5834 -0.5554 0.6056
C3 -0.1653 0.3859 -0.3646
S1 0.8794 0.6626 -1.8626
S2 -0.3773 1.9771 -2.9648
H1 -1.0879 -0.5082 2.0237
H2 0.1507 -1.5973 2.3515
H3 -0.8821 -2.1307 1.1012
H4 1.3673 0.0473 1.0474
H5 1.0788 -1.3170 -0.0041
H6 -1.0419 -0.0955 -0.7982
H7 -0.4781 1.3357 0.0725
H8 0.4315 3.0094 -2.6981

Forces on atoms 1 to 3 (eV/Å):
C 2.57 -0.46 2.61
C -1.16 0.62 -1.94
C 0.31 -0.30 -1.01

=====

Entry from the OMol25 dataset: 3 unconnected molecules or ions with the total composition C34H66N4O4PS2 (ωB97M-V/def2-TZVPD).

Charge   +1
DFT total energy   -81422.79195 eV
Kohn-Sham gap   7.4 eV
HOMO level   -10.740 eV
Maximum force   7.28 eV/Å

Geometry (Å):
C1 -2.4596 2.7988 2.5869
C2 -1.9891 4.2866 3.0580
C3 -1.1966 5.0954 1.9240
C4 -2.1646 5.6590 0.7309
C5 -2.0112 4.6408 -0.4961
C6 -2.5166 5.2049 -1.9178
C7 -1.3987 5.2283 -3.0679
C8 -1.3981 3.8826 -3.9897
C9 -1.0783 2.6731 -2.9902
C10 -0.8858 1.2366 -3.7411
C11 -0.6853 0.1699 -2.5114
C12 0.8847 0.0716 -2.2351
C13 1.4946 -0.7768 -3.4940
P1 2.8235 0.1688 -4.4639
S1 2.8182 -0.2707 -6.3792
C14 2.1017 -2.2085 -3.1206
C15 1.6406 -2.8609 -1.7392
N1 0.9335 -1.9606 -0.7703
C16 0.9619 -2.6278 0.5901
C17 2.3181 -2.8953 1.3440
C18 2.1101 -3.6230 2.6856
C19 0.6605 -3.9630 3.0520
N2 -0.5582 -3.7650 2.3614
C20 -0.4230 -3.0964 1.1231
C21 1.3298 -0.5183 -0.7982
C22 2.9155 -0.2851 -0.5431
C23 3.5209 1.1310 -0.9599
C24 3.3171 2.3147 0.1451
C25 4.6618 3.2471 0.0994
C26 4.5352 4.4773 -0.9291
C27 4.0921 4.0652 -2.4139
S2 0.3954 0.4704 0.5208
C28 1.1649 0.4365 2.1960
O1 -1.0232 -0.0680 0.7257
O2 0.1806 1.8850 -0.0120
H1 -3.6069 2.7873 2.5005
H2 -2.2078 2.0012 3.3845
H3 -1.9341 2.4611 1.6315
H4 -1.2365 4.0958 3.9178
H5 -2.8509 4.8745 3.5405
H6 -0.3934 4.3760 1.5104
H7 -0.6296 5.9401 2.4423
H8 -1.7951 6.7176 0.5149
H9 -3.2195 5.6777 1.1818
H10 -2.6925 3.7366 -0.2508
H11 -0.9485 4.1902 -0.5600
H12 -2.9458 6.2506 -1.7271
H13 -3.4110 4.5559 -2.2632
H14 -0.3765 5.2569 -2.5230
H15 -1.5119 6.1838 -3.6799
H16 -0.6330 4.0390 -4.8201
H17 -2.4734 3.7512 -4.3515
H18 -1.9411 2.5686 -2.2542
H19 -0.0669 2.9083 -2.4940
H20 0.0502 1.3575 -4.3818
H21 -1.7688 0.9708 -4.4099
H22 -1.3215 0.5998 -1.6764
H23 -1.0977 -0.8324 -2.9360
H24 1.2544 1.1528 -2.4089
H25 0.6425 -0.9695 -4.2507
H26 2.6050 1.5827 -4.3456
H27 4.1584 -0.1022 -3.9721
H28 3.2540 -2.1158 -3.0917
H29 1.8829 -2.9542 -3.9749
H30 2.5497 -3.4121 -1.3108
H31 0.8870 -3.6992 -1.9996
H32 -0.0733 -1.9880 -1.0774
H33 3.3143 -2.5684 0.9087
H34 3.0062 -3.8609 3.3618
H35 0.5379 -4.4755 4.0796
H36 -1.3721 -2.8950 0.5059
H37 3.5678 -1.0690 -1.0946
H38 3.2112 -0.4291 0.5663
H39 4.6707 0.9738 -0.9538
H40 3.2968 1.4867 -2.0174
H41 2.4690 3.0277 -0.1239
H42 3.2827 1.9065 1.2072
H43 4.7054 3.7278 1.1524
H44 5.6207 2.6398 -0.0023
H45 5.5504 4.9930 -0.9836
H46 3.7785 5.2418 -0.5085
H47 2.9635 3.8160 -2.4060
H48 4.6589 3.1094 -2.7262
H49 4.2650 4.8953 -3.1954
H50 1.9733 -0.3454 2.3599
H51 0.3422 0.2158 2.9774
H52 1.5086 1.5134 2.4340
C29 0.5695 -6.9805 7.0885
O3 1.2397 -6.1434 6.5085
N3 -0.7760 -7.1448 6.9480
C30 -1.5095 -8.1646 7.6710
C31 -1.4927 -6.2689 6.0450
H53 1.0211 -7.6938 7.7962
H54 -1.9912 -8.8335 6.9533
H55 -2.2711 -7.6843 8.2903
H56 -0.8438 -8.7462 8.3102
H57 -1.0775 -6.3788 5.0396
H58 -1.3574 -5.2341 6.3700
H59 -2.5550 -6.5140 6.0329
C32 -2.9751 -3.0278 -1.5675
O4 -2.2932 -2.1820 -2.1321
N4 -4.3134 -3.1875 -1.7242
C33 -5.0539 -4.2154 -1.0190
C34 -5.0255 -2.3010 -2.6262
H60 -2.5345 -3.7508 -0.8625
H61 -5.5284 -4.8760 -1.7485
H62 -5.8213 -3.7414 -0.4024
H63 -4.3946 -4.8042 -0.3793
H64 -4.6049 -2.3980 -3.6300
H65 -4.8964 -1.2693 -2.2905
H66 -6.0866 -2.5496 -2.6477

Forces on atoms 1 to 3 (eV/Å):
C -0.37 0.23 0.64
C 1.00 -0.95 0.55
C -0.42 -0.20 0.51